# 1
C18H18N3O3Tl as an isolated structure in a non-equilibrium geometry, computed with wB97M-V/def2-TZVPD.

The geometry in ORCA input format:
```
! RIJCOSX wB97M-V def2-TZVPD def2/J DEFGRID3
* xyz 0 1
Tl 0.3152 -3.5272 -0.9042
N 4.0336 -3.7520 0.6263
C 2.7155 -3.8343 0.3201
O 2.3242 -3.5272 -0.8777
C 1.7122 -4.3317 1.3653
C 0.3417 -3.5272 1.2785
H 4.7076 -3.4212 -0.0805
H 4.3816 -4.0165 1.5588
H 2.1318 -4.3687 2.3949
H 1.4593 -5.3770 1.0786
H 0.5858 -2.4866 1.6251
H -0.4048 -4.0114 1.8408
O 2.1723 -0.8795 -2.1397
C 1.1880 -0.5779 -1.4746
N 0.8558 0.7167 -1.2551
C -0.3636 0.8730 -0.5229
C -0.6593 -0.6480 -0.3610
O -1.6711 -1.0924 0.1829
N 0.3152 -1.3923 -0.9042
C -1.3825 1.6140 -1.4157
C -2.0373 0.9457 -2.4684
C -2.9251 1.6144 -3.3156
C -3.1730 2.9716 -3.1351
C -2.5248 3.6616 -2.1149
C -1.6309 2.9932 -1.2722
C -0.1362 1.5278 0.8566
C -1.1653 1.5209 1.8177
C -0.9980 2.1330 3.0621
C 0.2017 2.7686 3.3707
C 1.2351 2.7877 2.4375
C 1.0685 2.1734 1.1931
H 1.3348 1.4555 -1.7381
H -1.8480 -0.1142 -2.6389
H -3.4142 1.0670 -4.1160
H -3.8641 3.4897 -3.7925
H -2.7081 4.7225 -1.9725
H -1.1295 3.5651 -0.4950
H -2.1058 1.0181 1.5934
H -1.8043 2.0997 3.7886
H 0.3355 3.2365 4.3410
H 2.1788 3.2690 2.6769
H 1.8974 2.1879 0.4895
H -1.5472 -3.5272 -0.9042
*
```

Computed properties:
gap between HOMO and LUMO: 7.53 eV
molecular weight: 528.743 g mol⁻¹
LUMO: -0.37 eV
HOMO level: -7.90 eV


# 2
C18H18N3O4Sn as an isolated structure in a non-equilibrium geometry, computed with wB97M-V/def2-TZVPD.

The geometry in ORCA input format:
```
! RIJCOSX wB97M-V def2-TZVPD def2/J DEFGRID3
* xyz 1 1
Sn 0.4838 -0.1951 0.3347
O -0.1917 -1.7089 1.8923
C -1.3379 -1.8034 2.4423
C -1.4092 -1.9895 3.8549
C -2.5993 -2.2300 4.4895
C -3.7866 -2.2759 3.7527
C -3.7547 -2.0745 2.3848
C -2.5690 -1.8072 1.7002
C -2.6475 -1.5322 0.2927
N -1.7187 -1.0849 -0.4620
C -2.0112 -0.9096 -1.8600
C -1.2454 0.2733 -2.4564
N 0.1450 0.1347 -2.1471
C 1.0445 0.2925 -3.0304
C 2.4597 0.1874 -2.7699
C 3.3410 0.8111 -3.6461
C 4.7100 0.7839 -3.4370
C 5.2329 0.0930 -2.3424
C 4.3962 -0.5430 -1.4631
C 2.9823 -0.5306 -1.6363
O 2.2493 -1.1795 -0.8192
H -0.4702 -1.9788 4.3886
H -2.6255 -2.3797 5.5589
H -4.7260 -2.4706 4.2442
H -4.6815 -2.0924 1.8334
H -3.6290 -1.7490 -0.1454
H -3.0865 -0.7704 -2.0344
H -1.6764 -1.8214 -2.3714
H -1.5930 1.2033 -1.9954
H -1.4282 0.3140 -3.5370
H 0.7731 0.5381 -4.0646
H 2.9377 1.3614 -4.4864
H 5.3689 1.2932 -4.1211
H 6.2996 0.0630 -2.1857
H 4.7802 -1.0905 -0.6164
N 1.5589 2.4533 1.0777
C 0.5618 3.3875 1.4063
C -1.0251 2.8337 1.1286
O -1.8151 3.6314 1.5331
O -1.0712 1.7471 0.5663
H 2.1639 2.1784 1.8416
H 2.0826 2.6688 0.2410
H 0.5619 4.2810 0.7848
H 0.5237 3.6321 2.4642
*
```

Computed properties:
gap between HOMO and LUMO (spin up / spin down): 3.97 / 3.84 eV
molecular weight: 459.070 g mol⁻¹
LUMO (spin up / spin down): -6.24 / -6.39 eV
HOMO level (spin up / spin down): -10.21 / -10.23 eV


# 3
C18H18N3OsS4Sb as an isolated structure, computed with wB97M-V/def2-TZVPD.

The geometry in ORCA input format:
```
! RIJCOSX wB97M-V def2-TZVPD def2/J DEFGRID3
* xyz 0 5
Os -0.5505 -0.1952 -0.2919
C -2.6187 -0.0240 2.1106
N -2.0658 -0.8157 1.0197
C -2.5830 -1.9710 0.7244
C -2.0649 -2.6736 -0.3886
C -2.2824 -3.9304 -0.9561
C -1.4041 -4.0198 -2.0383
C -0.6947 -2.8269 -2.0799
N -1.0917 -2.0026 -1.0901
C -1.5982 0.2716 3.1820
C -0.7652 -0.7268 3.6685
C 0.1939 -0.4322 4.6192
C 0.3256 0.8614 5.0981
C -0.5135 1.8576 4.6334
C -1.4721 1.5616 3.6802
H -3.4852 -0.5648 2.5259
H -2.9784 0.9237 1.6835
H -3.3921 -2.3802 1.3266
H -2.9764 -4.6725 -0.6203
H -1.2924 -4.8453 -2.7106
H 0.0688 -2.5207 -2.7719
H -0.8436 -1.7296 3.2783
H 0.8466 -1.2100 4.9814
H 1.0852 1.0933 5.8246
H -0.4022 2.8696 4.9894
H -2.1090 2.3448 3.2939
S 1.2125 4.4000 2.4929
Sb -0.7059 4.8453 1.3785
S -0.8546 2.3534 0.0157
S 0.5236 1.2686 1.0800
S 0.7678 5.8733 -0.0696
C 3.7311 0.8189 -4.9423
C 2.7417 0.5734 -3.8568
C 1.3784 0.7706 -4.0480
C 0.4997 0.5389 -3.0085
N 0.9109 0.1421 -1.8035
C 2.2178 -0.0462 -1.6002
C 3.1502 0.1497 -2.5926
H 3.2368 1.0263 -5.8872
H 4.3841 -0.0424 -5.0716
H 4.3575 1.6714 -4.6890
H 0.9912 1.0998 -4.9963
H -0.5706 0.6819 -3.1250
H 2.5018 -0.3516 -0.5985
H 4.1899 -0.0155 -2.3699
*
```

Computed properties:
gap between HOMO and LUMO (spin up / spin down): 6.59 / 6.22 eV
molecular weight: 716.621 g mol⁻¹
LUMO (spin up / spin down): -0.28 / -1.38 eV
HOMO level (spin up / spin down): -6.87 / -7.60 eV
energy above the lowest of the compared OMol25 structures with the same formula, charge and spin: 19.0 kcal per mole


# 4
One molecule with the formula C18H18N4OS in a non-equilibrium geometry, computed with wB97M-V/def2-TZVPD.

The geometry in ORCA input format:
```
! RIJCOSX wB97M-V def2-TZVPD def2/J DEFGRID3
* xyz 0 1
C -0.2068 -1.4465 -2.4774
C -0.9241 -0.8944 -1.5192
C -1.7199 0.3705 -1.6888
N -1.1813 1.3896 -0.8185
C 0.0107 2.0327 -1.0012
S 0.9163 1.9556 -2.4822
C 2.5936 1.8340 -1.7349
C 2.7578 0.4668 -1.1612
C 3.1480 -0.5939 -1.9746
C 3.2282 -1.8675 -1.4501
C 2.9102 -2.1137 -0.1237
C 2.5145 -1.0611 0.6937
O 2.1681 -1.1784 2.0048
C 2.2545 -2.4426 2.6152
C 2.4471 0.2287 0.1664
N 0.3477 2.6955 0.0728
N -0.5980 2.4846 0.9897
C -1.5175 1.7097 0.4725
C -2.7184 1.2897 1.1755
C -2.6243 0.8794 2.5046
C -3.7827 0.4964 3.1584
N -4.9774 0.4987 2.5903
C -5.0679 0.9092 1.3377
C -3.9801 1.3180 0.5833
H 0.3654 -2.3423 -2.3117
H -0.1640 -1.0228 -3.4668
H -0.9471 -1.3147 -0.5221
H -2.7640 0.1959 -1.4176
H -1.6625 0.7260 -2.7207
H 2.6499 2.6190 -0.9842
H 3.2820 2.0262 -2.5559
H 3.3829 -0.4151 -3.0130
H 3.5382 -2.6895 -2.0786
H 2.9757 -3.1211 0.2560
H 1.9591 -2.2896 3.6520
H 1.5746 -3.1638 2.1491
H 3.2762 -2.8348 2.5852
H 2.1432 1.0344 0.8169
H -1.6649 0.8691 2.9957
H -3.7579 0.1677 4.1889
H -6.0655 0.9127 0.9177
H -4.1197 1.6816 -0.4240
*
```

Computed properties:
gap between HOMO and LUMO: 8.82 eV
molecular weight: 338.436 g mol⁻¹
LUMO: 0.47 eV
HOMO level: -8.35 eV
energy above the lowest of the compared OMol25 structures with the same formula, charge and spin: 60.8 kcal per mole